Entry from OMol25: a structure of composition C16H32Br16 (ωB97M-V/def2-TZVPD).

The calculation puts the calculated total energy at -41812.164923 Ha. For the max |F|, the calculation gives 12.40 eV/Å. The charge is 0. Its energy above the lowest of the compared OMol25 structures with the same formula, charge and spin is 2491.13 kJ/mol. The frontier orbital gap comes out at 6.70 eV.

Atoms and positions in Å:
Br -3.134 1.944 0.358
C -2.078 2.835 -0.989
C -2.696 4.244 -1.207
Br -1.404 5.255 -2.357
H -2.078 2.232 -1.897
H -1.039 2.826 -0.660
H -2.720 4.830 -0.288
H -3.688 4.105 -1.637
Br 0.960 -2.747 0.733
C 2.739 -3.577 0.960
C 3.815 -2.468 1.145
Br 5.380 -3.250 2.142
H 2.896 -4.256 0.122
H 2.704 -4.106 1.913
H 3.521 -1.581 1.706
H 4.219 -2.110 0.198
Br -0.056 -4.149 -0.761
C -0.702 -2.851 -2.164
C -2.108 -3.369 -2.560
Br -1.809 -4.812 -3.866
H -0.012 -2.754 -3.001
H -0.639 -1.823 -1.807
H -2.666 -2.552 -3.018
H -2.764 -3.639 -1.732
Br -2.009 -1.120 1.221
C -0.362 -0.814 0.161
C -0.326 0.664 -0.216
Br -1.258 0.838 -1.998
H -0.197 -1.484 -0.683
H 0.406 -1.014 0.908
H 0.743 0.818 -0.366
H -0.607 1.370 0.565
Br 1.395 1.986 -1.296
C 3.354 2.162 -1.200
C 3.738 2.499 0.268
Br 5.788 2.453 0.591
H 3.631 2.819 -2.024
H 3.744 1.185 -1.486
H 3.394 1.808 1.038
H 3.438 3.409 0.787
Br -2.224 2.106 2.974
C -3.323 0.518 2.710
C -4.668 1.081 2.232
Br -6.057 -0.358 2.232
H -3.503 -0.179 3.528
H -3.028 -0.072 1.843
H -4.706 1.597 1.273
H -5.094 1.778 2.954
Br 0.893 0.883 2.436
C -0.279 -0.359 3.369
C -0.690 0.311 4.780
Br -2.028 -0.897 5.674
H 0.225 -1.308 3.551
H -1.164 -0.399 2.734
H -1.020 1.348 4.735
H 0.212 0.384 5.387
Br 2.791 0.051 -5.935
C 1.547 -0.437 -4.409
C 2.189 -0.073 -3.069
Br 1.085 -0.739 -1.604
H 1.340 -1.501 -4.525
H 0.528 -0.079 -4.561
H 2.265 1.009 -2.963
H 3.197 -0.471 -2.946

Force components x, y, z for each atom (eV/Å):
Br 0.65 1.48 -5.11
C -1.97 4.68 0.71
C 1.38 -0.67 0.77
Br -0.82 -0.46 0.22
H -2.27 3.88 1.15
H -0.36 0.84 0.16
H -0.23 0.00 -0.19
H 0.26 0.51 -0.28
Br 8.28 2.15 8.97
C 0.28 0.93 1.09
C 0.27 -0.59 -0.47
Br -0.73 0.36 -0.54
H 0.14 0.15 0.03
H -0.25 -0.22 -0.31
H -0.29 -0.49 0.19
H 0.02 -0.21 0.02
Br -4.94 -5.97 -8.16
C -1.47 -1.43 -0.26
C 0.88 0.96 -0.33
Br -0.60 0.41 0.47
H -0.06 -0.99 -0.03
H -1.82 -1.44 -0.60
H 0.21 -0.06 -0.63
H 0.55 -0.63 0.05
Br 2.32 -5.66 -5.80
C -3.40 3.17 1.99
C -2.69 -2.56 1.96
Br 2.52 -7.45 -1.84
H -2.23 -0.01 2.35
H -0.62 1.70 -0.12
H -2.43 -1.01 1.69
H -0.90 -0.27 -0.58
Br 4.77 7.50 -1.30
C 0.21 0.34 0.72
C 1.16 -0.10 0.48
Br -1.59 0.01 -0.55
H 0.27 0.50 0.67
H -0.09 -0.05 0.40
H 0.01 -0.84 -0.74
H 0.04 0.60 -1.21
Br -0.22 0.13 1.90
C -3.70 1.52 0.10
C -1.95 -0.22 2.30
Br 0.68 0.33 -0.25
H 0.50 0.73 0.51
H -1.49 2.81 1.85
H -1.13 -0.98 0.97
H 0.10 0.00 0.08
Br 1.15 0.11 1.07
C -0.74 1.85 3.09
C 1.63 -1.13 -0.55
Br 0.96 0.85 -0.43
H -0.05 0.15 -0.33
H 1.36 0.01 1.35
H -0.43 -0.90 -0.03
H -0.11 -0.68 0.37
Br -1.03 -0.17 1.08
C 0.29 -0.77 -0.25
C 0.35 -0.64 -1.35
Br 8.47 -1.91 -5.70
H 0.83 -0.21 0.08
H 0.39 1.08 -0.08
H -0.11 -0.68 -0.58
H -0.17 -0.33 -0.27

How positive or negative is each atom? The Mulliken charges in e answer that: 0.18, -0.27, -0.79, -0.23, 0.27, -0.15, 0.44, 0.46, 0.30, -0.78, -0.51, -0.18, 0.43, 0.48, 0.24, 0.32, -0.25, 0.91, -0.51, -0.16, 0.47, -0.72, 0.45, 0.43, -0.36, 1.22, -3.70, 0.18, -2.66, 0.23, 1.92, 1.53, 0.03, -0.39, -0.74, -0.20, 0.50, 0.32, 0.05, 0.52, -0.12, -0.58, -0.37, -0.20, 0.46, 0.21, 0.10, 0.51, -0.01, 0.56, -0.90, -0.22, 0.65, -0.99, 0.51, 0.53, -0.19, -1.10, -0.73, 0.88, 0.44, 0.43, 0.22, 0.62